1:
Molecular formula: C3H6OS2
Method: DFT, wB97M-V/def2-TZVPD

Kohn-Sham gap = 9.86 eV
LUMO = 0.026 Ha
SMILES = CSC(=O)SC
HOMO energy = -9.16 eV
net charge = 0

Each line ends with the Mulliken charge.
Element x y z (Å)
C 2.68 0.06 0.00  -0.786
C -2.68 0.08 0.00  -0.800
S -1.47 -1.28 0.00  -0.080
C 0.01 -0.30 0.01  0.489
H -2.54 0.62 -0.90  0.278
S 1.47 -1.28 0.00  -0.079
H -3.63 -0.44 0.01  0.330
H 2.51 0.67 0.88  0.269
O 0.00 0.90 -0.01  -0.495
H 3.66 -0.39 -0.01  0.317
H 2.54 0.70 -0.86  0.279
H -2.55 0.66 0.89  0.277


2:
Molecular formula: C3H6OS2
Method: DFT, wB97M-V/def2-TZVPD

Kohn-Sham gap = 8.80 eV
LUMO = 0.013 Ha
HOMO energy = -8.45 eV
net charge = 0

Each line ends with the Mulliken charge.
Element x y z (Å)
S 1.29 -1.63 -0.32  -0.025
O -0.57 0.21 -0.26  -0.241
H -1.60 1.86 -0.76  0.248
H 2.05 0.76 -0.57  0.232
H 1.76 0.22 1.19  0.219
S -1.41 -2.28 0.02  -0.314
H 3.29 -0.10 0.38  0.390
C 2.30 -0.04 0.14  -0.791
C -0.31 -1.03 -0.09  0.359
C -1.81 0.92 -0.12  -0.616
H -2.86 0.28 -0.67  0.241
H -2.13 0.85 1.05  0.298


From most stable to least stable, the computed energies give 1, 2.


1:
Molecular formula: C3H6OS2
Method: DFT, wB97M-V/def2-TZVPD

Kohn-Sham gap = 9.67 eV
LUMO = 0.029 Ha
SMILES = C1OCSCS1
HOMO energy = -8.88 eV
net charge = 0

Each line ends with the Mulliken charge.
Element x y z (Å)
S -0.14 1.76 -0.36  -0.090
C 0.64 -1.19 0.38  -0.431
C 0.23 0.29 -1.42  -0.369
C -0.78 0.92 1.09  -0.518
H -1.66 0.42 0.80  0.326
H -0.68 -0.32 -1.74  0.337
H 0.75 0.69 -2.33  0.245
S 0.30 -0.18 1.80  -0.080
O 1.17 -0.56 -0.83  -0.338
H -0.29 -1.69 0.07  0.385
H 1.49 -1.84 0.69  0.248
H -1.04 1.71 1.85  0.284


2:
Molecular formula: C3H6OS2
Method: DFT, wB97M-V/def2-TZVPD

Kohn-Sham gap = 8.49 eV
LUMO = -0.020 Ha
SMILES = OC[C@@H](S)C=S
HOMO energy = -9.03 eV
net charge = 0

Each line ends with the Mulliken charge.
Element x y z (Å)
H 0.57 -0.11 -1.26  0.376
H -0.85 -0.50 1.42  0.338
H -1.49 1.32 -0.82  0.161
C -0.65 -0.74 0.42  -0.495
O -1.88 -0.72 -0.27  -0.527
H -1.71 -0.95 -1.22  0.339
S 3.10 0.11 -0.23  -0.221
C 1.67 0.44 0.42  -0.532
H 1.61 0.96 1.35  0.326
H -0.24 -1.80 0.46  0.284
C 0.36 0.21 -0.23  0.154
S -0.49 1.79 -0.04  -0.203


From most stable to least stable, the computed energies give 1, 2.


1:
Molecular formula: C3H6OS2
Method: DFT, wB97M-V/def2-TZVPD

Kohn-Sham gap = 7.63 eV
LUMO = -0.017 Ha
HOMO energy = -8.08 eV
net charge = 0

Each line ends with the Mulliken charge.
Element x y z (Å)
O -0.60 2.07 1.43  -0.518
C -0.62 1.07 0.42  -0.200
C 0.67 0.70 -0.28  0.080
H 1.42 1.56 -0.23  0.251
H -1.67 0.89 0.18  0.312
S 0.75 0.05 -1.87  -0.342
H -1.83 1.86 1.51  0.405
H 0.44 -1.93 -1.09  0.103
H 0.42 -0.03 2.07  0.325
H 0.54 -2.58 0.44  0.170
S -0.54 -1.67 0.60  -0.201
C 0.31 -0.17 0.85  -0.386


2:
Molecular formula: C3H6OS2
Method: DFT, wB97M-V/def2-TZVPD

Kohn-Sham gap = 9.79 eV
LUMO = 0.025 Ha
HOMO energy = -9.10 eV
net charge = 0

Each line ends with the Mulliken charge.
Element x y z (Å)
H 0.59 3.63 -0.46  0.310
H 0.73 2.59 1.01  0.269
O 0.86 -0.18 0.46  -0.552
H 0.46 -2.52 0.14  0.266
H -0.95 -3.40 -0.60  0.310
C -0.63 -2.60 0.06  -0.753
H -1.02 -2.83 1.11  0.261
S -1.36 -1.09 -0.55  -0.097
C 0.69 2.59 -0.07  -0.768
S -0.75 1.62 -0.55  -0.093
H 1.59 2.13 -0.49  0.264
C -0.20 0.07 -0.07  0.584


3:
Molecular formula: C3H6OS2
Method: DFT, wB97M-V/def2-TZVPD

Kohn-Sham gap = 8.46 eV
LUMO = -0.013 Ha
HOMO energy = -8.81 eV
net charge = 0

Each line ends with the Mulliken charge.
Element x y z (Å)
H -0.96 1.07 0.16  0.371
H 2.02 0.88 -0.47  0.286
C -1.17 -0.72 1.12  -0.027
H 0.30 0.71 1.32  0.336
H 0.13 -2.18 -0.40  0.203
S -2.33 -0.53 2.32  -0.219
H 0.57 2.05 -1.11  0.227
S -0.64 -2.37 0.76  -0.193
O 0.17 -0.26 -0.62  -0.292
H 1.25 0.35 -2.41  0.226
C 1.00 0.74 -1.17  -0.655
C -0.34 0.28 0.51  -0.262


4:
Molecular formula: C3H6OS2
Method: DFT, wB97M-V/def2-TZVPD

Kohn-Sham gap = 5.32 eV
LUMO = -0.138 Ha
HOMO energy = -9.08 eV
net charge = 0

Each line ends with the Mulliken charge.
Element x y z (Å)
C -0.80 -0.77 0.02  -0.488
H -0.97 -1.58 -0.66  0.390
H -0.91 -1.02 1.06  0.316
H 0.73 0.18 -1.25  0.411
S 2.45 1.78 0.52  -0.196
H -1.50 1.34 -0.46  0.352
H 2.62 0.53 0.98  0.157
O -3.00 0.09 -0.15  -0.447
C -1.82 0.30 -0.26  -0.090
H 0.78 0.79 0.44  0.158
C 0.66 -0.17 -0.22  -0.435
S 1.76 -1.46 -0.03  -0.128


From most stable to least stable, the computed energies give 2, 3, 4, 1.


1:
Molecular formula: C6H10
Method: DFT, wB97M-V/def2-TZVPD

Kohn-Sham gap (alpha / beta) = 4.02 / 6.37 eV
LUMO (alpha / beta) = 0.159 / 0.157 Ha
HOMO energy (alpha / beta) = 0.32 / -2.10 eV
expectation value of S² = 0.77
spin multiplicity = 2
net charge = -1

Each line ends with the Mulliken spin population.
Element x y z (Å)
H -2.57 -1.11 -0.97  0.030
H -0.31 -1.45 2.01  0.048
H -0.16 -2.65 0.81  -0.012
H 1.19 -1.43 1.04  0.012
C 0.14 0.42 -0.49  0.029
C 0.11 -1.61 1.00  -0.024
H -1.12 -1.24 -2.06  0.020
H 1.63 3.07 1.06  -0.003
H -1.44 -2.50 -0.94  0.002
C -1.52 -1.41 -1.04  -0.005
C 0.80 1.27 0.43  0.108
H 0.60 3.17 -0.56  -0.007
C -0.43 -0.82 -0.17  0.350
C 1.10 2.63 0.23  0.419
H 0.00 0.80 -1.50  0.015
H 1.13 0.87 1.38  0.017


2:
Molecular formula: C6H10
Method: DFT, wB97M-V/def2-TZVPD

Kohn-Sham gap (alpha / beta) = 4.28 / 6.17 eV
LUMO (alpha / beta) = 0.153 / 0.152 Ha
HOMO energy (alpha / beta) = -0.13 / -2.04 eV
expectation value of S² = 0.77
spin multiplicity = 2
net charge = -1

Each line ends with the Mulliken spin population.
Element x y z (Å)
C -1.66 0.60 0.48  0.329
H -1.27 -3.05 -0.32  0.015
H -1.84 1.67 0.68  0.003
H 1.17 1.39 1.09  0.012
H 1.82 0.21 -1.49  -0.010
C -0.05 -1.18 -0.08  0.087
H 0.19 2.18 -0.10  0.000
H 2.44 1.86 -1.34  0.001
H -2.55 0.05 0.25  -0.008
C 0.75 1.24 0.08  -0.080
C -0.37 0.24 0.22  0.029
H 0.99 -1.25 -0.36  0.033
C -1.01 -2.15 0.24  0.581
H 2.76 0.56 -0.21  0.005
H -1.55 -2.09 1.20  -0.026
C 1.96 1.05 -0.80  0.027


From most stable to least stable, the computed energies give 1, 2.